[1]
Molecular formula: C37H57BBaClN8O4S4Si
Method: DFT, ωB97M-V/def2-TZVPD

Element x y z (Å)
H -5.955 -2.406 -3.585
H 3.012 2.470 1.555
C -1.606 -4.268 -5.880
C -2.551 -3.038 -4.052
C -4.890 -3.827 -1.529
O 2.494 -1.469 3.889
H 4.078 -2.131 5.900
N -2.666 4.015 0.111
H -0.025 -1.277 4.607
S -2.493 1.515 -2.004
C 1.495 0.328 6.282
N -0.890 2.832 -3.751
H 1.654 -1.903 -4.361
C -1.042 1.833 -4.778
C -0.113 3.962 -3.857
C -5.549 -3.393 -3.830
N -4.521 -3.804 -2.876
C -1.442 2.773 -2.509
Ba -1.104 -0.001 0.690
H -0.686 2.043 6.283
H -6.219 -4.505 -0.035
C 5.092 2.415 4.313
H 5.145 1.218 1.072
H 5.308 -2.961 4.933
H -0.243 1.964 -5.507
H 6.095 2.574 1.714
H -4.006 -3.033 0.302
H 2.274 1.079 6.423
H 5.837 1.721 4.703
H 4.807 -3.473 2.473
C 4.107 -2.633 2.482
H -0.404 -1.111 -5.796
C 4.537 -2.187 4.912
H -5.111 -3.365 -4.826
C -5.166 2.301 2.009
C 2.732 -3.784 4.223
H -7.027 -3.946 -1.496
C -6.159 -4.488 -1.121
H -0.427 3.808 0.359
H -5.916 3.856 -0.220
H 6.328 0.938 2.361
H -4.867 1.253 1.942
H 0.915 0.256 7.205
H 5.002 -1.228 4.690
H 3.341 -2.795 1.725
H -1.076 5.553 -0.391
S -2.088 2.537 2.370
C 1.613 -1.047 -3.700
N 0.567 -0.031 -1.810
H 2.244 -3.664 5.190
H 0.110 -1.927 -2.435
O 1.363 0.904 3.932
N -4.387 3.103 1.086
H 4.304 2.529 5.058
Cl -3.568 -1.173 1.826
C 5.589 1.642 1.974
C -3.796 4.391 -0.578
H -1.148 -0.005 4.067
H 4.027 -1.615 -4.655
C 2.332 0.116 -3.951
C 0.591 0.732 5.120
S 1.896 -0.166 1.111
H -1.952 -0.999 -3.836
H -0.957 0.853 -4.315
H -1.520 -5.188 -6.444
C 1.286 1.065 -2.036
H -4.996 2.642 3.030
H -1.098 -0.467 5.762
C 3.476 -2.503 3.862
B -1.233 4.352 -0.344
C -4.869 3.824 0.016
H 1.148 1.885 -1.340
S 3.311 1.549 -6.084
O -1.940 -2.023 -1.407
H 1.966 -0.631 6.087
O 3.945 0.600 3.326
C 3.456 2.850 2.474
H 4.627 -0.888 -6.114
H 1.966 -3.993 3.476
H 0.739 2.828 5.575
H -3.005 -5.089 -4.461
C 2.163 1.197 -3.099
C -2.442 -4.220 -4.774
H 3.413 -4.637 4.277
H -0.217 -3.193 -7.111
C 3.245 0.216 -5.125
H 2.698 2.121 -3.264
N -1.042 3.873 -1.846
C -2.989 -2.614 -1.639
C -4.000 -3.176 -0.763
C -0.044 2.087 5.401
C -0.215 4.601 -2.669
N 3.966 -0.893 -5.355
H -6.345 -4.135 -3.827
C -0.871 -3.152 -6.250
C -3.039 3.219 1.130
H 0.228 5.515 -2.324
H -2.016 1.908 -5.269
C 0.735 -1.067 -2.625
H -6.216 2.416 1.747
H -3.731 5.008 -1.455
H 2.654 3.005 3.193
H 0.442 4.189 -4.749
H -0.639 2.413 4.549
C -1.833 -1.906 -4.423
C -0.984 -1.978 -5.516
C 4.499 1.877 3.015
N -3.397 -2.965 -2.925
Si 2.430 -0.022 3.088
C -0.481 -0.323 4.872
H 4.650 -1.726 2.217
H 5.566 3.386 4.156
H -6.212 -5.512 -1.493
H 3.930 3.813 2.268

Properties
HOMO (Eh): -0.1738
Energy (eV): -124531.2975
Net charge: -1
HOMO-LUMO gap (hartree): 0.23411
Max |F| (eV Å⁻¹): 0.53

=====

[2]
Molecular formula: C4H5PS
Method: DFT, ωB97M-V/def2-TZVPD

Element x y z (Å)
P -1.041 1.763 1.690
H 1.728 -0.259 -1.344
C 1.187 -0.920 -0.799
S 0.236 -1.083 1.790
H -2.718 0.282 0.206
H 0.511 -1.285 -1.471
C 0.356 -0.398 0.352
H 0.101 1.590 -0.743
H 1.927 -1.587 -0.262
C -0.395 0.914 0.124
C -1.892 0.984 0.457

Properties
HOMO (Eh): -0.3165
Energy (eV): -24349.6284
SMILES string: CC(=S)[C@H]1C=P1
HOMO-LUMO gap (hartree): 0.30958
Max |F| (eV Å⁻¹): 5.12

=====

[3]
Molecular formula: C26H52Cl2N3O5ScSi2
Method: DFT, ωB97M-V/def2-TZVPD

Element x y z (Å)
H 2.449 4.860 -0.059
C -0.587 -1.812 -5.935
C -2.887 -0.087 -6.533
H 4.643 2.365 3.681
C 3.990 -0.612 4.538
H -1.830 -5.233 -2.966
H -1.068 -3.823 0.014
H 2.127 -3.017 2.514
H 5.029 -0.261 4.421
H 3.686 1.976 2.228
O 1.369 0.319 3.676
H 3.313 1.601 6.700
C -1.584 -3.101 -0.633
H -3.445 0.854 -6.665
H 3.854 -1.095 5.520
C 0.028 -3.206 5.152
H 1.972 2.553 6.077
C 1.204 -2.798 3.069
C 2.408 1.537 6.077
Sc 0.809 0.029 1.730
H 2.115 5.567 1.556
C -4.124 1.626 -0.472
N 1.175 -3.378 4.275
C -2.377 0.745 0.986
H -2.329 -0.469 -7.420
Cl 1.586 0.735 -0.264
H -1.219 -2.718 -5.954
H 2.062 -4.584 5.723
H -0.515 5.377 2.100
H -2.185 3.302 -1.914
C -0.240 -0.599 -3.746
H -0.143 4.616 -2.370
H -1.026 3.653 1.935
Si -0.792 -3.127 -2.350
H 1.135 6.090 0.124
H -0.092 -2.148 5.426
H 3.155 -3.350 5.070
C 2.356 -4.060 4.810
H -4.815 -0.751 -0.693
H 2.023 2.703 0.534
O 0.554 2.170 1.923
C -1.279 1.427 -2.579
C -0.991 -0.672 -5.032
O -0.829 -1.532 -2.767
H -2.179 0.848 -2.375
C -1.292 2.797 -2.309
H -4.007 1.564 -1.566
H -3.782 -1.519 0.580
H 1.883 1.119 -3.814
C -1.979 0.187 -5.372
Si 2.755 0.859 4.310
H 3.812 -1.370 3.747
H 1.918 3.556 -3.291
H -3.129 -1.161 -1.064
H -0.634 -1.357 -6.926
N 0.667 4.178 0.839
H -1.198 -4.487 -4.510
H 0.797 -0.898 -3.945
H -2.747 -3.892 -3.812
C 3.618 2.254 3.294
C -0.147 3.552 -2.609
H -3.657 -0.846 -6.283
N -3.432 0.517 0.183
C 1.649 5.241 0.600
H 0.442 -2.117 -5.696
H 2.759 -4.792 4.098
C 1.013 2.950 -3.102
C -0.635 4.531 1.407
H 1.726 0.846 6.606
H 0.223 -3.804 6.048
H -5.196 1.575 -0.247
H -3.711 2.571 -0.103
H 3.103 3.225 3.395
H -2.658 -3.288 -0.604
C -0.194 0.850 -3.259
C 0.989 1.599 -3.409
H 1.569 -4.241 -2.306
H -0.885 -3.557 4.653
O 0.299 -2.053 2.587
C -3.807 -0.822 -0.267
C -1.719 -4.271 -3.540
O -1.481 -0.100 1.295
H 1.518 -2.506 -1.922
H -2.368 1.772 1.395
H -1.312 4.807 0.585
Cl 3.180 -0.786 1.663
H 0.993 -3.734 -0.718
C 0.998 -3.464 -1.788
H -1.399 -2.086 -0.257
C 1.124 2.963 1.119
H -2.171 1.120 -4.814

Properties
HOMO (Eh): -0.2760
Energy (eV): -104022.4468
HOMO-LUMO gap (hartree): 0.28556
Max |F| (eV Å⁻¹): 3.68